Computed, not measured: a cluster of 11 separate species, H23O11 in total in a non-equilibrium geometry, with ωB97M-V with the def2-TZVPD basis set.

Results
- Kohn-Sham gap (eV) = 10.2
- total charge = +1
- multiplicity = 1
- LUMO (eV) = -2.953

Last column: Mulliken charge in e.
Geometry (Å):
O 1.33177 3.84085 1.74556  -0.616
H 2.22957 4.18641 1.73902  0.323
H 0.32900 -2.15851 1.11814  0.252
O 2.60523 -0.28112 2.82773  -0.639
H 2.71771 -0.61473 3.72772  0.302
H 2.89052 -1.67797 1.73965  0.359
O -3.05369 1.16578 -2.03903  -0.604
H -0.29395 -4.28825 -2.29069  0.290
H 0.07655 2.72242 -0.07361  0.307
O -1.45256 0.69113 0.34000  -0.320
H -2.13386 -0.02242 0.55893  0.450
H -3.16621 -1.86668 0.73857  0.329
O 0.45268 -1.57018 0.37383  -0.373
H -0.52396 2.90626 -1.39547  0.366
H -0.55602 0.43203 0.48074  0.266
O -0.16847 -0.50919 -2.16839  -0.443
H 0.23361 -1.29894 -2.53639  0.203
H -2.23896 0.95858 -2.49675  0.290
O 2.95048 -2.51468 1.27252  -0.615
H -3.56355 0.45042 -1.67633  0.289
O -3.27627 -0.95103 1.03248  -0.648
H -4.21969 -0.84130 0.91816  0.319
H 2.14723 0.55538 2.94655  0.287
O 1.52296 0.80193 -0.14396  -0.521
H 2.81892 -2.13274 0.39526  0.343
H 1.58950 -0.15999 -0.01208  0.176
O -0.19579 -3.36814 -2.05814  -0.620
H 2.37326 1.23466 -0.18610  0.256
H -0.48824 -2.91124 -2.85093  0.277
O -0.79518 2.86816 -0.47607  -0.629
H -1.51587 1.67509 -0.05241  0.505
H 0.30251 0.14980 -2.61654  0.303
H 0.12826 -2.13997 -0.33903  0.233
H 0.94251 4.66817 1.45706  0.302


Computed, not measured: a structure of composition C23H16BrFeN7O3S4 in a non-equilibrium geometry, with ωB97M-V with the def2-TZVPD basis set.

Results
- Kohn-Sham gap (spin up / spin down) (eV) = 6.5 / 6.7
- total charge = -1
- multiplicity = 2
- LUMO (spin up / spin down) (eV) = 1.912 / 1.912

Last column: Löwdin spin population.
Geometry (Å):
Fe -0.14790 0.04864 -0.68373  1.051
S 1.53673 1.02061 0.41674  -0.018
C 0.73984 1.47828 1.89726  -0.003
C 1.47555 1.76380 3.04695  0.003
C 0.85109 2.16972 4.21769  0.000
C 1.64820 2.47442 5.37739  0.000
N 2.29382 2.73238 6.29403  0.000
C -0.54679 2.28129 4.25378  0.002
C -1.28326 1.99885 3.11151  0.002
C -0.65847 1.61746 1.92579  -0.001
S -1.58057 1.36967 0.46890  -0.017
C -1.22990 2.69199 5.45284  0.000
N -1.79379 3.02985 6.39721  0.001
H 2.55369 1.66913 3.02317  -0.001
H -2.36224 2.07762 3.14021  -0.001
O -1.60557 -0.72685 -1.74566  0.010
N -1.30288 -1.72496 -2.57804  0.000
C -2.34082 -2.42827 -3.07525  -0.001
C -2.14656 -3.43555 -3.97342  0.001
C -0.83166 -3.73937 -4.35422  -0.001
C 0.20720 -3.04620 -3.79889  0.000
C -0.01290 -2.01836 -2.85680  -0.003
S 1.23922 -1.19508 -2.05753  -0.005
H -3.30143 -2.12071 -2.69257  0.000
H -2.99751 -3.98183 -4.35272  0.000
H -0.63739 -4.52762 -5.06987  0.000
H 1.23515 -3.27223 -4.04322  0.000
Br -0.47970 -6.83355 3.77993  0.000
C 0.03511 -5.05539 3.36155  0.000
C 0.81876 -4.34652 4.25716  0.000
N 1.21563 -3.09869 4.02323  0.000
C 0.82466 -2.52504 2.88401  0.000
C 0.04168 -3.16908 1.93248  -0.001
C -0.35970 -4.47152 2.17538  0.000
C -0.35321 -2.49719 0.63608  0.000
O -0.75408 -3.19402 -0.28742  -0.001
O -0.21656 -1.22058 0.69648  -0.005
H 1.13539 -4.80131 5.18906  0.000
H 1.14702 -1.50623 2.70400  0.000
H -0.95732 -4.99273 1.43989  0.000
C 2.32603 5.18156 -2.06878  0.000
C 2.10138 4.27725 -3.28306  0.000
C 0.98342 3.31051 -3.03932  0.001
N 1.11122 2.23742 -2.35710  -0.001
N -0.06450 1.55327 -2.18007  -0.013
C -1.08075 2.12616 -2.76995  -0.001
N -2.33816 1.64889 -2.72880  0.003
S -0.65387 3.59508 -3.57345  -0.001
H 3.16298 5.86014 -2.24004  0.000
H 2.54083 4.57385 -1.18984  0.000
H 1.43759 5.77816 -1.85587  0.000
H 2.99855 3.69184 -3.48406  0.000
H 1.88465 4.87435 -4.17084  0.000
H -2.44378 0.71696 -2.32701  0.000
H -3.06411 2.07972 -3.26521  0.000


Computed, not measured: a cluster of 15 separate species, C49H70F24N4O25 in total in a non-equilibrium geometry, with ωB97M-V with the def2-TZVPD basis set.

Results
- Kohn-Sham gap (eV) = 10.7
- multiplicity = 1
- LUMO (eV) = 0.221

Last column: Mulliken charge in e.
Geometry (Å):
C 6.49883 28.43929 -35.63203  -1.102
C 5.21196 27.58574 -35.55580  0.339
O 4.37883 28.05467 -36.64395  -0.351
C 3.16288 28.50758 -36.43024  0.413
O 2.70344 28.63686 -35.29695  -0.494
C 2.34634 28.89976 -37.71030  0.853
F 2.18853 30.19140 -37.55353  -0.246
F 2.85302 28.68997 -38.93386  -0.249
F 1.23244 28.25440 -37.57468  -0.206
H 7.37467 27.97765 -35.17607  0.313
H 6.30719 29.41005 -35.17486  0.145
H 6.68273 28.52658 -36.70285  0.421
H 4.69960 27.58719 -34.59373  -0.202
H 5.41323 26.54310 -35.80174  0.383
C 6.10796 31.20041 -32.78795  -1.149
C 5.62975 31.94703 -31.56026  0.074
O 4.81165 33.04198 -32.02572  -0.288
C 4.32532 33.96872 -31.15598  0.327
O 4.34909 33.92498 -29.90917  -0.486
C 3.61728 35.06397 -31.86398  0.913
F 2.59441 35.49595 -31.09597  -0.220
F 4.52083 36.02240 -32.09988  -0.256
F 3.12829 34.63017 -33.04293  -0.220
H 6.90296 30.53422 -32.45289  0.348
H 6.48123 31.83177 -33.59427  0.586
H 5.29669 30.66123 -33.27707  -0.056
H 6.52164 32.31181 -31.05078  0.549
H 4.98384 31.33802 -30.92780  -0.139
C 11.50265 30.53564 -27.99765  -1.263
C 10.45853 31.01109 -27.03105  -0.283
O 9.23127 31.13642 -27.72361  -0.102
C 8.13681 31.32358 -27.06920  -0.065
O 8.03697 31.38293 -25.81795  -0.621
C 6.95560 31.52387 -27.99760  1.176
F 6.54406 32.80076 -27.86500  -0.259
F 7.27403 31.29195 -29.25863  -0.222
F 5.92622 30.72778 -27.56316  -0.135
H 12.52523 30.82142 -27.75115  0.402
H 11.44455 30.99037 -28.98655  0.299
H 11.49777 29.45200 -28.11514  0.291
H 10.64561 31.95726 -26.52324  0.549
H 10.49443 30.30525 -26.20123  0.205
C 3.10578 26.70167 -26.91912  -0.390
C 3.36671 28.16657 -27.47306  -0.197
O 2.88862 28.25664 -28.82367  0.565
C 3.69994 28.54506 -29.85716  0.177
O 4.93470 28.75248 -29.70358  -0.175
C 3.04937 28.45551 -31.27443  -0.313
F 3.88282 29.06582 -32.13045  -0.093
F 2.89511 27.17546 -31.62073  0.055
F 1.87761 29.01995 -31.29099  -0.009
H 3.67427 25.92822 -27.43556  0.026
H 2.05320 26.47518 -27.08905  -0.224
H 3.48346 26.69988 -25.89664  0.432
H 4.45279 28.24448 -27.42351  -0.077
H 2.91856 28.87836 -26.77979  0.218
C 0.03485 26.77730 -34.41096  -0.890
C -0.23914 25.94285 -33.16064  0.178
O -1.62243 25.91528 -32.85220  -0.065
C -2.58600 25.21094 -33.61725  0.276
O -2.38398 24.65868 -34.76396  -0.561
C -3.96501 25.26461 -32.89340  0.841
F -4.77291 25.93202 -33.72393  -0.277
F -4.49806 24.08061 -32.72420  -0.253
F -3.97886 25.99923 -31.74709  -0.168
H 1.10732 26.83319 -34.59748  0.056
H -0.36898 27.77581 -34.24363  0.218
H -0.48278 26.26412 -35.22140  0.573
H 0.25288 26.40591 -32.30530  -0.199
H 0.16096 24.92952 -33.19506  0.308
C 8.34177 27.50262 -28.42176  -0.617
C 8.09491 27.63187 -29.91828  0.672
O 9.40673 27.64248 -30.53223  -0.250
C 9.59008 27.37186 -31.85146  0.386
O 8.61751 27.26733 -32.64246  -0.503
C 11.05319 27.49972 -32.40894  0.760
F 11.08624 28.32858 -33.48217  -0.239
F 11.78873 28.02032 -31.41664  -0.210
F 11.55302 26.32623 -32.83137  -0.252
H 8.80568 26.58300 -28.06510  0.430
H 7.35685 27.51076 -27.95490  0.048
H 8.88682 28.35606 -28.01845  -0.248
H 7.51421 28.48667 -30.26497  -0.184
H 7.58241 26.74877 -30.29985  0.068
C 1.44555 31.43873 -33.15145  -0.045
C 0.50666 32.18508 -32.15449  -0.588
O 1.05731 32.08908 -30.89373  -0.033
C 0.27520 32.10574 -29.76420  0.086
O -0.96673 32.17435 -29.69953  -0.566
C 1.11999 32.00858 -28.46672  0.887
F 0.78110 30.87657 -27.82709  -0.102
F 2.42857 32.01906 -28.80550  -0.132
F 0.78594 33.05636 -27.70492  -0.256
H 2.44621 31.60981 -32.75457  -0.271
H 1.26865 31.77058 -34.17453  0.557
H 1.27279 30.36385 -33.20521  -0.189
H -0.52817 31.84650 -32.20557  0.407
H 0.43133 33.26648 -32.26850  0.328
C 0.80452 26.25513 -24.17275  -0.675
C 0.07359 25.22399 -23.30178  -0.591
O -1.17072 24.73529 -23.80456  -0.313
C -2.26754 25.54545 -23.82105  0.392
O -2.37555 26.61537 -23.21927  -0.547
C -3.34927 24.91345 -24.76288  0.843
F -3.27551 23.63634 -25.09931  -0.227
F -4.57665 25.29209 -24.36308  -0.244
F -3.18777 25.59626 -25.88017  -0.224
H 0.75159 25.90584 -25.20392  -0.022
H 1.81648 26.49454 -23.84609  0.310
H 0.20576 27.16595 -24.17268  0.596
H -0.19012 25.53337 -22.29043  0.398
H 0.79113 24.40855 -23.21076  0.309
C 6.05488 23.73308 -23.50535  -0.586
O 5.22856 23.31143 -24.59736  -0.308
C 3.85585 23.56748 -24.58456  0.892
O 3.21209 24.22640 -23.81508  -0.549
O 3.29880 22.92723 -25.68538  -0.352
C 1.87930 23.10038 -25.94324  -0.255
H 6.67629 24.57474 -23.81119  0.106
H 6.65395 22.86626 -23.22637  0.267
H 5.44382 24.07809 -22.67128  0.345
H 1.65377 22.16864 -26.46198  0.320
H 1.57539 23.97509 -26.51824  -0.105
H 1.33142 23.10998 -25.00099  0.228
C 4.42132 30.46401 -24.64217  -0.197
O 3.59834 31.64701 -24.64569  -0.390
C 4.09265 32.84415 -24.96347  0.737
O 3.40573 33.79903 -25.41276  -0.600
O 5.46308 32.88054 -24.72867  -0.218
C 6.20561 34.07100 -24.93644  -0.729
H 5.31457 30.72465 -24.07449  0.426
H 4.60652 30.10319 -25.65390  -0.182
H 3.94749 29.61475 -24.14989  0.328
H 5.74696 34.94540 -24.47475  0.392
H 6.18600 34.38340 -25.98054  0.206
H 7.20516 33.99276 -24.50879  0.243
C -2.39400 29.34477 -31.99047  0.189
O -2.39298 29.47612 -30.59512  -0.383
C -1.63568 28.58771 -29.84519  0.503
O -0.90875 27.73208 -30.32548  -0.166
O -1.70378 28.81659 -28.52665  -0.382
C -0.93407 27.99083 -27.67996  -0.451
H -1.38117 29.40765 -32.38835  -0.179
H -3.12619 30.07093 -32.34361  0.339
H -2.70651 28.36672 -32.35633  -0.224
H -1.40692 27.01339 -27.77548  0.400
H -0.98467 28.35590 -26.65416  0.247
H 0.12397 27.84384 -27.89687  -0.062
C 1.47735 24.50547 -29.97388  0.205
C 2.28972 23.80712 -30.99674  0.262
N 2.90686 23.35854 -31.83224  -0.569
H 1.47722 23.97489 -29.02174  0.061
H 0.41719 24.44738 -30.22044  0.350
H 1.80724 25.54395 -29.94477  -0.240
C 8.02615 28.49261 -23.58134  -1.109
C 6.98662 27.96210 -24.46724  0.436
N 6.11153 27.54346 -25.12382  -0.211
H 9.03435 28.20241 -23.87701  0.303
H 7.82157 28.11244 -22.58049  0.398
H 7.96787 29.58101 -23.59087  0.241
C 7.24439 24.28722 -26.92053  -0.204
C 8.23778 25.04743 -26.08982  0.380
N 9.00254 25.67339 -25.49338  -0.577
H 6.27991 24.70098 -26.62613  -0.204
H 7.26761 23.22131 -26.69385  0.393
H 7.30494 24.33042 -28.00799  0.285
C 5.20676 25.83415 -32.31283  -0.126
C 5.02390 25.50133 -30.94706  -0.033
N 4.90800 25.23011 -29.80472  -0.501
H 5.23849 26.92362 -32.30058  -0.418
H 4.34144 25.46534 -32.86354  0.417
H 6.16451 25.50764 -32.71807  0.663


Computed, not measured: a cluster of 2 separate species, C5H14N in total in a non-equilibrium geometry, with ωB97M-V with the def2-TZVPD basis set.

Results
- Kohn-Sham gap (eV) = 7.6
- total charge = +1
- multiplicity = 1
- LUMO (eV) = -8.454

Last column: Mulliken charge in e.
Geometry (Å):
C 0.01396 -0.93873 -2.20456  -1.424
C -0.06083 0.00972 -0.98561  0.366
C 0.01663 -0.95010 0.40760  -0.677
C 0.55100 -0.29068 1.67191  -0.281
C -0.50669 0.40691 2.49039  -1.233
N 0.80540 0.98105 -0.90248  -0.193
H 1.04008 -1.29571 -2.37255  0.432
H -0.12986 -0.31265 -3.08076  0.414
H -0.68184 -1.76395 -2.14989  0.386
H -1.09105 0.41200 -0.91343  0.383
H -0.98108 -1.34236 0.56323  0.405
H 0.63830 -1.79950 0.09522  0.419
H 0.95324 -1.11167 2.25743  0.287
H 1.38113 0.37753 1.45302  0.344
H -1.34584 -0.24652 2.74608  0.348
H -0.15798 0.89556 3.39335  0.358
H -0.98750 1.19400 1.89777  0.314
H -2.82321 3.69688 -2.37706  -0.159
H 1.71467 0.59905 -1.21892  0.350
H -3.11979 4.38115 -2.41256  0.161


Computed, not measured: an isolated molecule of C17H23F2N3OS in a non-equilibrium geometry, with ωB97M-V with the def2-TZVPD basis set.

Results
- Kohn-Sham gap (eV) = 8.2
- multiplicity = 1
- LUMO (eV) = 0.543

Last column: Mulliken charge in e.
Geometry (Å):
C -1.35955 -3.28606 1.62606  -1.357
H -1.73992 -2.77867 2.50804  0.288
H -0.31290 -3.53357 1.78437  0.433
H -1.91760 -4.20947 1.49569  0.308
C -1.50655 -2.38383 0.40356  -0.049
N -2.89311 -1.98424 0.21662  0.323
C -3.06983 -0.58662 -0.10834  -0.562
H -2.32384 -0.22046 -0.83358  0.254
C -2.96051 0.26941 1.16699  -0.965
N -2.86507 1.68363 0.88585  -0.154
C -1.68509 2.19301 0.47012  0.355
N -0.55031 1.59869 0.53912  -0.292
C 0.48890 2.40283 0.14550  -0.706
C 0.13440 3.65429 -0.27156  0.912
S -1.59935 3.85237 -0.14082  -0.348
C 0.96093 4.75613 -0.83203  -1.530
H 1.26764 5.45355 -0.05053  0.298
H 1.85116 4.35350 -1.31140  0.441
H 0.38514 5.31502 -1.56764  0.436
C 1.83237 1.83154 0.18083  0.267
C 1.98576 0.46425 -0.03653  -0.697
C 3.23325 -0.13106 -0.01160  -0.294
C 4.35242 0.65078 0.23193  0.584
C 4.21606 2.01040 0.48097  -0.512
C 2.96579 2.59383 0.46152  -0.536
H 2.86986 3.64191 0.69324  0.487
H 5.09977 2.58842 0.69773  0.451
O 5.65064 0.14780 0.28125  -0.467
C 5.90742 -1.02715 -0.31662  0.256
F 5.58933 -2.09052 0.47165  -0.275
F 7.23071 -1.11150 -0.52002  -0.260
H 5.39306 -1.17804 -1.28617  0.328
H 3.31704 -1.19674 -0.16005  0.478
H 1.10760 -0.13415 -0.22044  0.427
H -3.69617 2.14108 0.54309  0.288
H -3.82802 0.09856 1.80599  0.326
H -2.05809 -0.00647 1.71282  0.342
H -4.06265 -0.44844 -0.54424  0.499
C -3.68308 -2.90054 -0.57952  -0.676
C -3.41593 -2.88310 -2.09038  -1.042
H -3.63624 -1.90485 -2.51147  0.271
H -2.37738 -3.12386 -2.30494  0.275
H -4.04592 -3.62019 -2.58146  0.414
H -3.50035 -3.90608 -0.19461  0.277
H -4.73742 -2.66536 -0.40159  0.429
H -1.11149 -2.90329 -0.48159  0.358
H -0.90284 -1.48676 0.55418  -0.081


Total energy per entry: -22889.634; -188457.860; -174313.230; -6890.164; -40790.644 eV
Energy above the lowest of the compared OMol25 structures with the same formula, charge and spin per entry: 65.0; 0.0; 0.0; 131.4; 1.6 kcal/mol